C49H61N7O4 | ωB97M-V with the def2-TZVPD basis set

Each line ends with the Löwdin charge.
Element x y z (Å)
1 C -0.71789 3.23223 5.06723  -0.0652
2 C -0.40885 1.73847 5.22006  -0.3912
3 C 0.86689 1.55966 6.04311  -0.0780
4 C -0.33822 1.07961 3.85174  -0.1889
5 C 0.84592 0.97419 3.12287  0.0254
6 C 0.86729 0.43741 1.83663  -0.1054
7 C 2.16335 0.39489 1.02510  -0.3615
8 C 3.40642 0.28341 1.90510  -0.0676
9 C 2.25074 1.59812 0.08045  -0.0533
10 C -0.34336 -0.04149 1.26889  -0.0541
11 C -0.36333 -0.73181 -0.02426  -0.1291
12 N -0.01530 -2.08125 -0.11942  0.0403
13 C 0.96826 -2.73130 0.74697  -0.0654
14 C 2.28136 -2.93305 0.27352  -0.1229
15 C 2.66666 -2.81265 -1.20839  -0.3770
16 C 2.67414 -4.16477 -1.92315  -0.0447
17 C 3.97887 -2.05784 -1.38730  -0.0578
18 C 3.25205 -3.27170 1.22689  -0.0330
19 C 2.92763 -3.40748 2.57456  -0.0605
20 C 1.59734 -3.30730 2.99006  -0.0140
21 C 0.58913 -2.99264 2.07681  -0.1134
22 C -0.88891 -3.08378 2.42474  -0.3657
23 C -1.20361 -2.70890 3.86363  -0.0575
24 C -1.45924 -4.45310 2.04941  -0.0342
25 N -0.30464 -2.54495 -1.36036  0.1352
26 N -0.81526 -1.49529 -2.05263  0.0186
27 C -1.14944 -1.70105 -3.45508  -0.0579
28 C -0.32990 -1.13833 -4.45962  -0.1177
29 C 1.00499 -0.43677 -4.15431  -0.3716
30 C 0.95586 1.05578 -4.47793  -0.0644
31 C 2.16531 -1.14127 -4.86581  -0.0620
32 C -0.68645 -1.29479 -5.80223  -0.0346
33 C -1.80949 -2.03367 -6.14465  -0.0663
34 C -2.55339 -2.67482 -5.16118  -0.0363
35 C -2.18974 -2.58347 -3.81805  -0.1239
36 C -2.95745 -3.47296 -2.83749  -0.3710
37 C -3.56553 -2.75607 -1.62794  -0.0600
38 C -2.14865 -4.70935 -2.43793  -0.0677
39 C -0.74634 -0.29863 -1.28269  -0.2537
40 C -0.98455 1.00352 -1.70345  -0.0163
41 C -1.56279 0.05706 2.01927  -0.1244
42 C -2.86340 -0.46705 1.42775  -0.3802
43 C -3.53902 0.62097 0.59613  -0.0485
44 C -3.86596 -1.03728 2.43463  -0.0542
45 C -1.53638 0.64378 3.28062  0.0045
46 H -1.56574 3.42057 4.40045  0.0649
47 H -0.93110 3.67590 6.04743  0.0800
48 H 0.15605 3.73666 4.63192  0.0835
49 H -1.24002 1.24814 5.74965  0.1350
50 H 1.12217 0.49894 6.13155  0.0828
51 H 1.69380 2.09830 5.56752  0.0729
52 H 0.71043 1.96786 7.04819  0.0803
53 H 1.78710 1.38036 3.50814  0.1100
54 H 2.11418 -0.51868 0.40696  0.1025
55 H 3.25625 -0.45715 2.70120  0.0789
56 H 4.27023 -0.04255 1.31379  0.0755
57 H 3.64370 1.26087 2.34340  0.0796
58 H 1.39674 1.61890 -0.61407  0.0585
59 H 2.25898 2.54103 0.65600  0.0804
60 H 3.16919 1.57192 -0.52322  0.0817
61 H 1.87486 -2.20318 -1.65081  0.0979
62 H 1.64822 -4.50247 -2.10640  0.0710
63 H 3.17199 -4.10221 -2.89817  0.0779
64 H 3.20095 -4.90525 -1.30150  0.0866
65 H 3.94753 -1.07488 -0.88073  0.0743
66 H 4.81243 -2.65770 -0.98943  0.0790
67 H 4.17331 -1.88243 -2.45544  0.0699
68 H 4.29374 -3.39346 0.92316  0.1138
69 H 3.71068 -3.62404 3.31286  0.1130
70 H 1.34676 -3.46176 4.03261  0.1080
71 H -1.36105 -2.33548 1.78504  0.0876
72 H -0.84816 -1.69536 4.08962  0.0804
73 H -2.28585 -2.70759 4.02242  0.0619
74 H -0.76839 -3.42736 4.57017  0.0827
75 H -1.33344 -4.66623 0.97586  0.0765
76 H -0.92075 -5.21409 2.63642  0.0896
77 H -2.53019 -4.52428 2.28289  0.0841
78 H 1.15246 -0.53270 -3.07023  0.1096
79 H 0.04429 1.49222 -4.05393  0.0518
80 H 1.81948 1.56338 -4.02918  0.0834
81 H 0.97463 1.24340 -5.56227  0.0799
82 H 1.99944 -2.22986 -4.88163  0.0863
83 H 2.25326 -0.78478 -5.90395  0.0782
84 H 3.11145 -0.93060 -4.34691  0.0697
85 H -0.06030 -0.84465 -6.57638  0.1181
86 H -2.09019 -2.14702 -7.18948  0.1058
87 H -3.41864 -3.28822 -5.44125  0.1176
88 H -3.81046 -3.83012 -3.43305  0.1200
89 H -3.91031 -1.74768 -1.89932  0.0893
90 H -4.42865 -3.34939 -1.28629  0.0853
91 H -2.85485 -2.68922 -0.79097  0.0520
92 H -1.89567 -5.30826 -3.32172  0.0818
93 H -1.20648 -4.40369 -1.96722  0.0426
94 H -2.72025 -5.32649 -1.73367  0.0798
95 H -1.39202 1.10740 -2.69855  0.0356
96 H -0.91188 1.78003 -0.95528  0.0384
97 H -2.58732 -1.28025 0.73832  0.0960
98 H -2.87034 0.98931 -0.19206  0.0477
99 H -4.44421 0.22045 0.12068  0.0819
100 H -3.81598 1.46456 1.24784  0.0882
101 H -3.38394 -1.72614 3.13924  0.0442
102 H -4.35392 -0.22673 3.00303  0.0856
103 H -4.62972 -1.60316 1.87648  0.0884
104 H -2.45787 0.79808 3.84665  0.1296
105 N -2.55150 4.99970 1.96030  0.1728
106 C -1.81976 5.61187 1.27762  -0.1537
107 C -0.82561 6.30224 0.46564  -0.1681
108 C 0.12573 5.47561 -0.16988  0.0996
109 C 1.11676 6.10545 -0.92408  -0.1062
110 N 2.20081 5.53684 -1.58818  -0.1518
111 O 2.60659 4.38390 -1.68240  0.0907
112 O 2.77860 6.56819 -2.33207  0.0600
113 N 2.21656 7.80291 -1.98781  0.1556
114 C 1.16378 7.49301 -1.17853  -0.1362
115 C 0.21320 8.37838 -0.50283  -0.0383
116 N 0.18882 9.83192 -0.63615  -0.3038
117 O 0.92359 10.42065 -1.46369  0.0862
118 O -0.60136 10.44561 0.12665  0.0482
119 C -0.70869 7.73449 0.35668  0.0932
120 H 0.18611 4.39372 -0.07394  0.1375
121 H -1.41538 8.36804 0.89401  0.1341

## Properties
Multiplicity: 1
HOMO-LUMO gap: 3.675 eV
Charge: 0
Lowest unoccupied orbital energy: -2.52 eV
HOMO: -6.1934 eV
M: 812.1 g/mol
Energy: -2587.67053 Eh